{
  "formula": "C39H28Cl5N3O2PPt",
  "method": "ωB97M-V/def2-TZVPD",
  "total_charge": 1,
  "e_above_lowest_ev": 4.234,
  "orbital_gap_ev": [5.393, 5.389],
  "homo_ev": [-10.2, -10.2],
  "species": ["C", "C", "C", "N", "C", "C", "C", "P", "Pt", "C", "C", "H", "C", "C", "N", "H", "C", "H", "C", "H", "C", "H", "C", "C", "H", "H", "H", "Cl", "C", "O", "C", "H", "C", "C", "H", "H", "Cl", "C", "H", "H", "H", "C", "C", "H", "C", "C", "O", "C", "C", "C", "H", "Cl", "H", "H", "H", "H", "C", "C", "Cl", "H", "C", "C", "H", "Cl", "H", "H", "C", "H", "C", "H", "C", "C", "H", "C", "C", "H", "C", "C", "N"],
  "positions_angstrom": [[-2.6198, 1.0922, -0.9543], [-0.9768, -0.5574, -3.0499], [2.4861, -1.0141, -1.9469], [0.0937, -0.6247, -2.2385], [3.0544, 1.2605, 0.6417], [4.4896, -1.5840, 0.2753], [5.4001, 0.6724, 0.1249], [1.6472, 2.2003, 0.2213], [0.1310, 0.1925, -0.3194], [1.4565, -0.9809, -4.1879], [1.8282, 3.4779, 4.0837], [0.4470, -0.9347, -6.0835], [-1.8584, 0.1535, -0.2479], [-2.5780, -0.8149, 0.4619], [2.1358, -1.0111, -0.5804], [-1.7889, -0.6084, -5.0193], [0.1104, 3.8692, 1.8972], [1.1392, -2.2172, 0.9115], [-4.6903, 0.2190, -0.0887], [-1.0937, 3.1570, 0.2740], [-0.6644, 0.3214, 3.8989], [-1.6081, 0.7617, 2.0324], [1.6409, -0.2499, 3.6884], [-0.7039, 0.4624, 2.5355], [-1.7639, 4.5574, 1.1059], [3.7037, 4.1956, 1.1006], [6.5251, -1.1532, 0.1470], [-4.8920, 2.3208, -1.7610], [0.3459, -0.8630, -5.0088], [3.6015, -1.0384, -2.3816], [-0.1310, 4.4799, 3.1255], [4.4337, 2.4368, -0.4617], [2.0242, -2.1944, 0.2911], [-0.8874, -0.6758, -4.4267], [2.4972, 3.3245, 4.9206], [6.3332, 1.1861, -0.0956], [-1.7694, -2.1642, 1.2055], [1.5643, -0.0518, 2.3192], [2.6269, -0.4692, 4.0753], [2.9911, 2.2607, 2.7776], [0.4905, 4.7718, 5.1538], [0.7092, 4.2876, 4.2103], [-0.8398, 4.0960, 0.7593], [-0.4065, 4.7427, -0.0091], [-4.0129, 1.1409, -0.8786], [4.2793, 1.4910, 0.0484], [3.9394, -0.0769, 2.4653], [2.8166, 4.5836, -0.8518], [2.0995, 2.8749, 2.8672], [3.3301, 5.0231, 0.4988], [1.0353, 2.2064, -2.5098], [-1.8480, 2.1727, -2.0803], [2.4500, -1.1598, -4.5742], [3.6602, 6.3032, -1.7942], [1.5722, 3.6542, -4.4273], [0.5912, -0.2287, 5.5536], [1.2896, -0.8660, -2.8284], [3.0827, -1.1764, 0.5390], [-6.3990, 0.2827, 0.0399], [2.8948, 5.7231, -4.0577], [3.0891, 5.3953, -1.9494], [2.9631, -0.0257, 1.5998], [-1.9310, -0.4300, -2.5700], [-4.8126, -1.9647, 1.4714], [-1.0055, 5.1121, 3.2279], [2.5429, 5.5061, 1.0828], [2.0737, 3.4049, -1.0684], [2.3336, -3.1418, -0.1381], [1.9245, 3.9133, -3.4365], [4.6905, -2.6450, 0.1777], [0.5263, -0.0846, 4.4819], [2.6554, 5.0706, -3.2275], [-1.5533, 0.5135, 4.4845], [5.5283, -0.7421, 0.2343], [1.6355, 3.0944, -2.3562], [4.1402, 5.7403, 0.3736], [1.2471, 3.0630, 1.7720], [-3.9714, -0.7791, 0.5632], [0.3734, 0.2325, 1.7484]]
}

{
  "formula": "C6H9INP2S",
  "method": "ωB97M-V/def2-TZVPD",
  "total_charge": 1,
  "e_above_lowest_ev": 0.000,
  "orbital_gap_ev": 7.879,
  "homo_ev": -12.3,
  "species": ["H", "P", "S", "I", "H", "C", "H", "C", "N", "C", "H", "H", "H", "H", "P", "H", "H", "C", "C", "C"],
  "positions_angstrom": [[-1.5084, 1.6027, -1.0618], [1.6271, -1.4426, 2.1228], [-1.8908, -3.1123, -1.3214], [-3.4253, 0.4891, 0.3550], [2.0121, -0.9542, 0.7841], [-1.0683, -3.5228, 0.0696], [-1.6165, 2.3028, 0.6466], [-1.4094, 1.3429, 0.0289], [-0.3587, -1.3684, -0.2588], [0.4753, -2.6138, 1.7726], [-1.2748, -4.5772, 0.4534], [0.1551, -3.1453, 2.7060], [2.3464, 1.3057, 0.9832], [1.6833, 1.7098, -0.7617], [-0.0452, 0.3856, 0.7567], [-1.1348, -0.8554, -2.1799], [1.0643, 2.5799, 0.7502], [1.4294, 1.5583, 0.2980], [-0.2895, -2.5235, 0.5189], [-1.0965, -1.6084, -1.3089]]
}

{
  "formula": "C27H41BN11SSi2Tl",
  "method": "ωB97M-V/def2-TZVPD",
  "total_charge": 1,
  "orbital_gap_ev": [4.997, 4.940],
  "s2": 0.755,
  "spin_multiplicity": 2,
  "homo_ev": [-10.4, -10.4],
  "species": ["C", "H", "H", "C", "C", "N", "N", "H", "N", "H", "H", "H", "C", "C", "H", "C", "H", "H", "H", "H", "C", "Tl", "H", "H", "C", "H", "C", "N", "C", "H", "B", "N", "C", "H", "C", "H", "H", "C", "H", "C", "H", "H", "C", "C", "C", "H", "C", "H", "H", "H", "N", "H", "N", "H", "Si", "H", "H", "C", "N", "H", "C", "N", "H", "H", "N", "S", "H", "H", "H", "H", "C", "C", "H", "C", "H", "C", "C", "H", "H", "H", "C", "Si", "N", "C"],
  "positions_angstrom": [[-3.6090, 1.5196, 1.9473], [-4.5498, 2.0960, 1.9413], [3.7441, 0.4366, -1.8008], [-5.1843, -5.6754, -1.9835], [-4.5715, -3.6849, -3.5087], [-2.8871, -2.9051, -2.1476], [-1.2338, -2.7009, -0.1768], [4.3179, 1.3409, 2.6288], [-0.6018, -0.0794, -2.4994], [-1.2928, 4.5743, -0.2055], [1.5089, -1.7535, 2.6495], [0.8054, 1.6282, -4.9283], [-4.0270, 0.9975, -0.5966], [-3.4436, 0.7209, 0.6757], [0.1222, -5.0973, 1.4639], [0.9493, 4.4516, 2.3239], [2.4145, -1.9989, 1.1124], [3.3177, -0.0663, 2.7478], [4.2693, -0.7716, -0.6804], [-1.6091, -1.0598, 2.8956], [3.3831, -0.1780, -0.9617], [0.2894, 0.8161, 1.0317], [-4.9935, -6.4790, -2.6948], [1.8291, 1.4468, -3.5034], [3.4988, 2.6760, -0.0043], [-1.4295, 0.3788, 3.7434], [-3.5753, -2.6977, -3.3487], [-0.8957, -1.4155, -2.3688], [4.8005, 2.8254, -0.4330], [-0.4658, 3.7530, -1.5644], [-1.9731, -2.0080, -1.3643], [1.7907, -0.7665, 5.5593], [-3.4405, 0.0901, -1.4643], [1.9713, 4.5472, 2.5945], [2.6522, 3.7462, 0.0450], [-3.2381, -1.9127, -4.0624], [-3.5552, -0.0539, -2.5666], [0.5422, -2.9196, 1.0976], [1.1684, -1.4796, -4.9150], [3.0796, 4.9981, -0.3332], [-5.2284, -3.7948, -4.3890], [0.4426, 3.9743, 3.2101], [-1.2694, -3.9354, 0.2987], [0.1994, 0.0518, -3.5653], [-0.1316, -4.1676, 1.0533], [5.5080, 1.9948, -0.3886], [-0.1689, -2.1407, -3.2936], [-0.1401, -3.2355, -3.3760], [4.7948, 6.0963, -1.1367], [-4.8418, -6.0461, -0.9987], [-0.1300, -2.0052, 0.3620], [4.7661, -0.1202, 1.6337], [-0.9061, -0.3848, 3.2960], [2.2502, -3.3916, 2.3542], [2.8985, 1.0186, 0.4889], [0.1760, 2.0850, -3.2706], [-2.0795, -4.6197, -0.0170], [3.9536, 0.4955, 2.0222], [-2.6431, -0.3454, 0.5886], [-4.7142, 1.7968, -0.8837], [-4.4851, -4.4514, -2.3321], [-0.0385, -1.0217, 4.2230], [1.4463, -1.5168, 6.2187], [-2.8087, 2.2266, 2.0625], [-3.5453, -3.9850, -1.4795], [1.0529, 1.4456, 4.3058], [-0.3972, -1.8221, 4.7925], [0.2742, 5.2043, -0.9145], [-3.6532, 0.8573, 2.8277], [2.6345, -0.8326, -1.3561], [0.7972, 1.3699, -3.8670], [-0.2814, 4.3168, -0.6018], [-6.2825, -5.4601, -1.8425], [5.2695, 4.0729, -0.7944], [2.3164, 5.7589, -0.2036], [1.7525, -2.5063, 1.8421], [4.3879, 5.1566, -0.7833], [0.4923, 5.3861, 2.1147], [6.3209, 4.1175, -1.0631], [2.5537, -0.2277, 5.9007], [0.4693, -1.2186, -4.1258], [0.8828, 3.4328, 0.7015], [-2.6773, -0.7976, -0.6887], [0.9046, -0.1714, 4.7292]]
}

{
  "formula": "C2H4IN",
  "method": "ωB97M-V/def2-TZVPD",
  "total_charge": 0,
  "e_above_lowest_ev": 4.627,
  "orbital_gap_ev": [8.945, 7.506],
  "homo_ev": [-9.2, -8.7],
  "species": ["I", "C", "H", "H", "H", "C", "N", "H"],
  "positions_angstrom": [[-1.8569, 0.2624, 0.0732], [1.3671, 1.3553, 0.0196], [-1.6018, -2.2181, 0.6256], [-0.7557, -1.8049, -1.0333], [0.1836, 1.3027, 0.2789], [-0.8694, -1.6144, 0.0304], [1.9284, 0.3218, -0.1776], [1.6048, 2.3952, 0.1831]]
}

{
  "formula": "C6H9FS",
  "method": "ωB97M-V/def2-TZVPD",
  "total_charge": 0,
  "smiles": "C[C@@H]1SC[C@]2(F)C[C@@H]12",
  "e_above_lowest_ev": 6.353,
  "orbital_gap_ev": 9.615,
  "homo_ev": -8.8,
  "species": ["H", "F", "C", "H", "H", "C", "C", "C", "C", "H", "H", "H", "H", "C", "H", "S", "H"],
  "positions_angstrom": [[1.9680, 2.2583, -0.1025], [-1.6737, -0.8443, 1.2543], [-1.9401, 0.7979, -0.2716], [2.4077, 0.2318, -0.8807], [0.6839, 0.6751, 1.9924], [2.1340, 0.9932, 0.1606], [0.7889, 0.2575, 0.7880], [-0.4396, -1.8171, -0.5146], [-1.2508, -0.6184, -0.0482], [-0.3059, -2.0355, -1.6196], [-0.0441, 0.4004, -1.1474], [2.9373, 1.0391, 0.8067], [-2.6091, 0.8957, 0.7659], [-0.4422, 0.6109, -0.1196], [-1.1375, -2.7455, -0.2271], [1.1679, -1.6532, 0.2624], [-2.2448, 1.5542, -1.0990]]
}